Record 1
Density functional theory data (wB97M-V/def2-TZVPD) for a structure of composition C28H38N6O3PRuS2Se2 in a non-equilibrium geometry.

Total charge = +1
Molar mass = 860.7 g mol⁻¹
E_HOMO = -10.20 eV
DFT total energy = -7679.347225 hartree
Frontier orbital gap = 6.4 eV
Lowest unoccupied orbital energy = -0.141 hartree

Structure (XYZ):
```
81
Properties=species:S:1:pos:R:3:mulliken_charge:R:1
Ru 0.25 0.26 -0.73 0.87
C 0.62 -3.32 -1.33 -1.33
N -0.07 -3.29 -0.05 0.52
C 0.46 -4.17 0.97 -1.22
C -1.13 -2.50 0.19 0.01
N -1.22 -1.28 -0.34 0.41
C -2.48 -0.63 -0.42 -0.75
C -3.68 -1.28 -0.72 -0.64
C -4.91 -0.64 -0.59 -0.85
C -4.95 0.66 -0.12 -0.68
C -3.77 1.35 0.08 -0.57
C -2.53 0.76 -0.17 0.33
N -1.31 1.48 -0.18 2.10
C -1.30 2.81 -0.40 -0.41
N -2.18 3.45 -1.20 0.20
C -2.83 2.82 -2.35 -0.80
C -2.65 4.80 -0.91 -1.31
N -0.38 3.59 0.21 0.34
C 0.22 4.74 -0.45 -1.35
C 0.26 3.20 1.46 -1.37
N -2.07 -3.00 1.03 0.55
C -2.44 -4.40 1.00 -1.36
C -2.82 -2.21 2.00 -0.82
H 0.77 -4.36 -1.62 0.40
H 1.59 -2.83 -1.28 0.26
H 0.03 -2.82 -2.09 0.39
H 1.55 -4.09 0.97 0.41
H 0.20 -5.22 0.79 0.32
H 0.09 -3.88 1.95 0.37
H -3.64 -2.32 -1.02 0.50
H -5.82 -1.18 -0.82 0.43
H -5.90 1.15 0.06 0.45
H -3.81 2.39 0.40 0.52
H -2.38 1.86 -2.56 0.05
H -2.69 3.47 -3.21 0.43
H -3.90 2.69 -2.17 0.38
H -2.36 5.10 0.09 0.39
H -3.74 4.80 -0.98 0.42
H -2.26 5.52 -1.63 0.38
H -0.03 4.75 -1.51 0.45
H 1.31 4.66 -0.37 0.44
H -0.09 5.68 0.01 0.34
H -0.37 2.49 1.99 0.33
H 0.39 4.09 2.07 0.45
H 1.23 2.74 1.29 0.28
H -1.96 -4.91 0.17 0.39
H -3.52 -4.48 0.88 0.40
H -2.17 -4.91 1.93 0.38
H -2.54 -1.16 1.97 0.15
H -2.62 -2.60 3.00 0.35
H -3.89 -2.28 1.80 0.31
Se 0.10 -0.20 1.85 -0.47
P 2.26 -0.19 2.11 -0.40
Se 2.63 0.30 0.03 -0.16
C 2.97 -1.73 2.67 1.09
C 3.80 -2.48 1.84 -0.46
C 4.34 -3.67 2.31 -0.56
C 4.04 -4.12 3.59 -0.52
C 3.21 -3.36 4.42 -0.67
C 2.69 -2.16 3.97 -0.49
C 2.86 1.07 3.24 0.86
C 2.01 1.69 4.15 -0.15
C 2.52 2.64 5.03 -0.68
C 3.87 2.96 4.99 -0.48
C 4.72 2.35 4.08 -0.66
C 4.22 1.40 3.20 -0.55
H 4.01 -2.14 0.83 0.32
H 4.99 -4.25 1.67 0.43
H 4.46 -5.05 3.95 0.42
H 2.99 -3.71 5.42 0.44
H 2.05 -1.57 4.62 0.41
H 0.96 1.45 4.16 0.33
H 1.86 3.12 5.74 0.43
H 4.27 3.70 5.68 0.40
H 5.77 2.61 4.05 0.42
H 4.88 0.91 2.49 0.40
O 0.75 0.37 -4.60 -0.61
S 0.57 0.39 -3.20 0.94
O -0.83 0.30 -2.66 -0.53
O 1.23 -0.70 -2.40 -0.49
S 1.24 1.98 -2.12 -0.29
```



Record 2
Density functional theory data (wB97M-V/def2-TZVPD) for a structure of composition C28H39BFeN6S6 in a non-equilibrium geometry.

Total charge = +1
Molar mass = 718.7 g mol⁻¹
2S+1 = 2
E_HOMO (spin up / spin down) = -10.46 / -10.67 eV
DFT total energy = -5096.344988 hartree
Frontier orbital gap (spin up / spin down) = 4.5 / 4.9 eV
Lowest unoccupied orbital energy (spin up / spin down) = -0.218 / -0.213 hartree

Structure (XYZ):
```
81
Properties=species:S:1:pos:R:3:mulliken_charge:R:1
Fe -0.79 3.74 1.00 -0.52
C 3.02 2.54 4.21 -2.08
C 2.43 1.64 3.19 0.19
C 2.72 0.30 3.10 -0.58
C 2.07 -0.48 2.11 0.28
N 1.16 0.04 1.34 -0.41
N 0.86 1.33 1.42 0.58
B -0.28 1.72 0.44 0.68
N -1.53 0.92 0.75 0.36
N -1.96 0.05 -0.13 -0.33
C -2.99 -0.72 0.12 -0.26
C -3.70 -0.63 1.34 -0.59
C -3.29 0.29 2.27 0.49
C -4.02 0.54 3.55 -1.73
C -2.16 1.07 1.96 0.50
S -1.62 2.30 2.99 -0.05
C -3.29 -1.79 -0.90 2.67
C -2.23 -2.87 -0.65 -1.37
C -3.17 -1.19 -2.31 -1.64
C -4.68 -2.41 -0.74 -2.24
N 0.24 1.49 -1.01 -0.03
N 0.40 0.30 -1.57 0.35
C 1.05 0.20 -2.70 0.13
C 1.75 1.32 -3.24 -0.77
C 1.55 2.56 -2.70 0.33
C 2.25 3.78 -3.19 -1.84
C 0.63 2.63 -1.62 0.23
S -0.10 4.08 -1.10 -0.33
C 1.04 -1.08 -3.51 2.47
C 0.36 -2.24 -2.81 -1.43
C 2.46 -1.51 -3.88 -1.88
C 0.24 -0.76 -4.79 -1.82
C 1.50 2.17 2.26 0.60
S 1.18 3.83 2.19 -0.28
C 2.42 -1.93 1.93 2.21
C 1.60 -2.54 0.80 -1.78
C 2.12 -2.68 3.23 -1.84
C 3.91 -2.03 1.58 -1.81
H 3.74 2.02 4.84 0.40
H 2.23 2.95 4.83 0.38
H 3.51 3.38 3.73 0.44
H 3.43 -0.16 3.77 0.44
H -4.57 -1.23 1.52 0.47
H -4.86 -0.14 3.64 0.40
H -4.37 1.57 3.57 0.38
H -3.35 0.41 4.40 0.38
H -1.24 -2.44 -0.67 -0.07
H -2.30 -3.65 -1.40 0.45
H -2.38 -3.32 0.33 0.45
H -2.25 -0.62 -2.39 0.12
H -4.00 -0.52 -2.50 0.49
H -3.18 -1.98 -3.05 0.41
H -4.76 -2.97 0.19 0.45
H -4.85 -3.10 -1.55 0.41
H -5.46 -1.65 -0.77 0.51
H 2.42 1.19 -4.07 0.39
H 2.79 3.58 -4.11 0.39
H 2.96 4.11 -2.43 0.34
H 1.55 4.60 -3.35 0.43
H 0.84 -2.47 -1.86 0.16
H 0.41 -3.13 -3.44 0.59
H -0.68 -2.01 -2.63 0.01
H 3.06 -1.66 -2.98 0.33
H 2.97 -0.79 -4.52 0.37
H 2.42 -2.45 -4.42 0.50
H -0.77 -0.43 -4.53 0.31
H 0.16 -1.65 -5.40 0.49
H 0.71 0.02 -5.37 0.40
H 0.54 -2.50 1.03 0.28
H 1.89 -3.57 0.64 0.62
H 1.77 -1.97 -0.11 0.02
H 1.09 -2.53 3.53 0.36
H 2.76 -2.36 4.05 0.38
H 2.28 -3.75 3.08 0.49
H 4.14 -1.44 0.70 0.34
H 4.16 -3.07 1.38 0.47
H 4.54 -1.69 2.40 0.41
S -2.28 5.92 3.86 -0.11
C -2.13 5.39 2.30 0.26
S -0.99 6.02 1.19 -0.10
S -3.09 4.08 1.65 -0.06
```



Record 3
Density functional theory data (wB97M-V/def2-TZVPD) for a structure of composition C28H39Br2CrN2O4PS in a non-equilibrium geometry.

Total charge = +1
Molar mass = 742.5 g mol⁻¹
2S+1 = 4
Energy relative to the best compared isomer or geometry (same formula, charge and spin) = 37.75 kcal/mol
E_HOMO (spin up / spin down) = -10.43 / -10.52 eV
DFT total energy = -8432.760441 hartree
Frontier orbital gap (spin up / spin down) = 7.2 / 8.0 eV
Lowest unoccupied orbital energy (spin up / spin down) = -0.117 / -0.093 hartree

Structure (XYZ):
```
78
Properties=species:S:1:pos:R:3:mulliken_charge:R:1
Cr -0.29 0.13 0.82 0.49
N 0.36 0.66 3.01 -0.46
C 0.64 -0.36 4.05 -0.88
C 1.33 -1.55 3.40 -0.49
C 0.35 -2.19 2.46 0.30
O -0.33 -3.13 2.74 -0.60
O 0.23 -1.57 1.26 0.83
H 1.21 1.19 2.83 0.18
H -0.33 1.33 3.35 0.16
H -0.31 -0.67 4.48 0.43
H 1.25 0.04 4.85 0.44
H 1.63 -2.28 4.15 0.50
H 2.21 -1.21 2.85 0.10
Br -2.81 3.88 2.89 -0.19
C -3.36 2.07 2.77 0.28
C -4.49 1.68 3.54 -0.38
C -4.93 0.39 3.51 -0.10
Br -6.43 -0.09 4.54 -0.20
C -4.26 -0.58 2.71 0.95
C -4.60 -1.94 2.60 -0.92
C -3.84 -2.77 1.82 -1.26
C -2.73 -2.24 1.14 0.21
N -2.39 -0.98 1.20 0.33
C -3.15 -0.15 1.97 -0.30
C -2.69 1.19 1.98 -0.61
O -1.65 1.48 1.20 0.28
H -4.99 2.41 4.15 0.45
H -5.45 -2.33 3.15 0.39
H -4.07 -3.82 1.72 0.47
H -2.09 -2.89 0.55 0.22
C 1.93 4.10 0.65 -1.14
S 0.44 3.24 1.02 0.72
C -0.62 4.03 -0.16 -0.76
O 0.78 1.83 0.48 -0.22
H 2.19 3.95 -0.40 0.33
H 2.71 3.71 1.30 0.37
H 1.78 5.16 0.87 0.50
H -0.59 5.10 0.04 0.60
H -1.62 3.64 -0.01 0.15
H -0.24 3.81 -1.16 0.15
C -0.95 -2.59 -2.11 -1.74
C 0.55 -2.30 -1.99 2.32
C 1.16 -3.22 -0.92 -1.59
C 1.28 -2.66 -3.30 -1.75
P 0.74 -0.50 -1.47 -0.31
C 2.53 -0.24 -1.42 0.62
C 3.18 -0.14 -0.19 -0.18
C 4.56 0.01 -0.13 -0.66
C 5.31 0.07 -1.30 -0.74
C 4.67 -0.02 -2.53 -0.90
C 3.29 -0.18 -2.59 -0.47
C -0.01 0.69 -2.74 2.77
C -0.11 0.22 -4.20 -1.94
C -1.43 0.99 -2.24 -1.98
C 0.81 1.99 -2.75 -2.03
H -1.10 -3.67 -2.21 0.51
H -1.40 -2.12 -2.99 0.23
H -1.50 -2.26 -1.23 -0.02
H 1.27 -4.21 -1.37 0.59
H 0.52 -3.32 -0.05 0.10
H 2.15 -2.90 -0.60 0.32
H 1.04 -3.70 -3.53 0.58
H 2.36 -2.60 -3.18 0.39
H 0.99 -2.07 -4.16 0.28
H 2.61 -0.19 0.73 0.02
H 5.05 0.08 0.83 0.48
H 6.38 0.19 -1.25 0.41
H 5.25 0.02 -3.44 0.47
H 2.82 -0.25 -3.56 0.39
H -0.74 -0.66 -4.32 0.37
H 0.87 0.03 -4.64 0.31
H -0.57 1.03 -4.77 0.52
H -2.09 0.12 -2.32 0.31
H -1.87 1.78 -2.86 0.55
H -1.46 1.34 -1.21 0.32
H 1.75 1.87 -3.28 0.34
H 1.04 2.34 -1.75 0.12
H 0.23 2.75 -3.28 0.67
```



Record 4
Density functional theory data (wB97M-V/def2-TZVPD) for a structure of composition C28H39BrGeN2O3Ru.

Total charge = +3
Molar mass = 705.2 g mol⁻¹
2S+1 = 6
E_HOMO (spin up / spin down) = -16.45 / -17.18 eV
DFT total energy = -6170.343664 hartree
Frontier orbital gap (spin up / spin down) = 7.0 / 6.0 eV
Lowest unoccupied orbital energy (spin up / spin down) = -0.349 / -0.412 hartree

Structure (XYZ):
```
75
Properties=species:S:1:pos:R:3:mulliken_charge:R:1
Ru -0.77 -0.45 -0.18 -0.31
C -0.02 -0.16 3.46 -1.18
C -0.46 1.09 2.72 0.98
C 0.43 2.27 3.07 -1.91
C -1.92 1.41 2.95 -1.32
O -0.30 0.85 1.26 1.24
Ge 0.54 2.08 -0.09 0.05
O 1.21 0.32 -0.80 -0.53
C 2.59 -0.09 -0.63 1.95
C 2.80 -1.35 -1.52 -1.53
C 2.86 -0.43 0.82 -1.49
C 3.51 1.08 -1.06 -1.33
O -0.97 1.48 -1.06 0.16
C -2.04 2.27 -1.67 1.38
C -1.94 2.08 -3.17 -1.50
C -1.85 3.73 -1.28 -1.90
C -3.35 1.73 -1.13 -1.58
H -0.05 0.04 4.54 0.55
H 0.99 -0.44 3.20 0.19
H -0.70 -0.99 3.27 0.22
H 0.35 2.48 4.14 0.51
H 0.12 3.18 2.55 0.51
H 1.48 2.07 2.86 0.34
H -2.08 1.62 4.01 0.52
H -2.55 0.57 2.68 0.20
H -2.22 2.29 2.38 0.24
H 1.85 -1.64 -1.98 0.19
H 3.16 -2.19 -0.93 0.43
H 3.41 -0.64 -3.42 0.39
H 2.22 -1.25 1.16 0.08
H 2.68 0.43 1.46 0.13
H 3.90 -0.74 0.96 0.62
H 2.96 2.72 -2.34 0.59
H 4.55 0.77 -0.94 0.71
H 3.38 1.87 -0.32 0.80
H -0.98 2.46 -3.55 0.33
H -2.73 2.63 -3.68 0.47
H -2.03 1.03 -3.44 0.27
H -0.90 4.12 -1.64 0.49
H -1.90 3.85 -0.19 0.36
H -2.64 4.34 -1.71 0.50
H -3.48 0.68 -1.42 0.27
H -4.20 2.28 -1.54 0.66
H -3.39 1.82 -0.04 0.22
N -1.93 -2.12 -2.64 0.01
C -1.51 -1.52 -1.76 -0.44
H -2.29 -2.66 -3.41 0.31
Br 5.88 -2.21 -1.23 0.04
C 5.06 -1.12 -2.48 0.56
C 5.86 -0.29 -3.28 -0.49
C 5.40 0.92 -3.83 -0.45
C 4.32 1.70 -3.52 -0.76
C 3.25 1.68 -2.46 -0.73
N 3.75 -1.12 -2.60 -0.01
H 6.88 -0.59 -3.46 0.48
H 6.06 1.34 -4.59 0.42
H 4.22 2.57 -4.17 0.43
H 2.35 1.23 -2.91 0.39
C -5.21 -2.66 2.62 -0.71
C -5.00 -1.59 1.77 -0.86
C -3.73 -1.36 1.23 -0.48
C -2.65 -2.21 1.51 2.31
C -1.35 -2.00 0.98 -0.86
C -0.34 -2.94 1.26 0.21
C -0.57 -4.02 2.09 -1.10
C -1.84 -4.21 2.65 -0.67
C -2.88 -3.33 2.37 0.70
C -4.17 -3.53 2.92 -0.73
H -6.19 -2.84 3.04 0.45
H -5.81 -0.92 1.53 0.51
H -3.59 -0.51 0.57 0.47
H 0.65 -2.81 0.84 0.56
H 0.23 -4.72 2.30 0.49
H -2.01 -5.06 3.31 0.50
H -4.33 -4.37 3.58 0.49
```



Record 5
Density functional theory data (wB97M-V/def2-TZVPD) for a structure of composition C28H39ClN5O4SZr.

Total charge = +1
Molar mass = 668.4 g mol⁻¹
Energy relative to the best compared isomer or geometry (same formula, charge and spin) = 4.28 kcal/mol
E_HOMO = -10.67 eV
DFT total energy = -2570.568874 hartree
Frontier orbital gap = 7.7 eV
Lowest unoccupied orbital energy = -0.109 hartree

Structure (XYZ):
```
79
Properties=species:S:1:pos:R:3:mulliken_charge:R:1
Zr 0.30 -1.55 0.32 1.43
C -3.23 -2.00 -2.02 -1.49
C -1.94 -2.77 -2.07 0.82
C -1.81 -3.97 -1.38 -0.35
C -0.64 -4.71 -1.45 -0.39
C 0.43 -4.25 -2.20 -0.61
C 0.33 -3.03 -2.87 -0.37
C -0.86 -2.31 -2.81 -0.64
H -3.99 -2.47 -2.65 0.41
H -3.09 -0.98 -2.37 0.14
H -3.63 -1.97 -1.00 0.24
H -2.64 -4.34 -0.78 0.43
H -0.56 -5.65 -0.92 0.46
H 1.32 -4.85 -2.31 0.53
H 1.15 -2.67 -3.47 0.42
H -0.95 -1.38 -3.36 0.51
Cl -2.73 -5.75 5.68 -0.21
C -2.30 -4.80 4.30 0.04
C -3.31 -4.12 3.60 -0.50
C -3.02 -3.35 2.50 -0.83
C -1.68 -3.20 2.06 0.28
O -1.43 -2.47 1.03 -0.29
C -0.67 -3.91 2.77 0.91
C 0.68 -3.90 2.36 -0.35
O 1.17 -3.26 1.40 -0.49
C -1.01 -4.70 3.90 -0.96
H -4.33 -4.21 3.94 0.44
H -3.79 -2.82 1.97 0.45
H 1.36 -4.55 2.92 0.33
H -0.22 -5.23 4.42 0.45
O 0.29 -0.44 1.64 -0.55
C 5.33 1.20 1.00 -0.83
N 4.77 -0.06 0.50 0.12
C 5.55 -1.01 -0.04 -0.04
C 5.03 -2.15 -0.52 -1.23
C 3.63 -2.33 -0.38 0.75
N 2.82 -1.38 0.08 0.19
C 3.37 -0.18 0.50 -0.13
O 2.73 0.78 0.86 -0.82
N 3.11 -3.52 -0.72 -0.11
H 6.41 1.13 0.96 0.32
H 5.00 1.35 2.02 0.27
H 4.98 2.03 0.39 0.28
H 6.62 -0.81 -0.06 0.35
H 5.65 -2.93 -0.94 0.43
H 3.73 -4.27 -0.96 0.24
H 2.21 -3.78 -0.35 0.08
C 1.18 4.93 -0.73 -0.94
C 0.82 5.35 0.69 -0.32
C 1.06 4.29 1.76 -0.71
C 0.10 3.11 1.74 -0.86
N 0.35 2.19 0.63 0.71
C -0.51 1.81 -0.29 0.90
S -0.11 0.46 -1.32 -0.64
N -1.64 2.48 -0.50 0.07
C -2.67 2.20 -1.49 0.06
C -2.67 3.19 -2.66 -0.52
C -3.37 4.52 -2.38 -0.62
C -2.77 5.37 -1.26 -0.79
H 1.11 5.78 -1.42 0.39
H 0.52 4.15 -1.12 0.04
H 2.20 4.55 -0.78 0.33
H -0.22 5.69 0.74 0.20
H 1.42 6.23 0.95 0.37
H 0.97 4.75 2.75 0.43
H 2.08 3.91 1.69 0.21
H -0.93 3.47 1.73 0.65
H 0.21 2.52 2.65 0.30
H 1.12 1.55 0.78 -0.22
H -1.77 3.32 0.06 -0.12
H -3.64 2.21 -0.99 0.45
H -2.49 1.20 -1.85 -0.49
H -3.17 2.72 -3.50 0.38
H -1.63 3.36 -2.96 0.22
H -4.42 4.33 -2.16 0.29
H -3.36 5.11 -3.31 0.35
H -2.99 4.95 -0.27 0.24
H -3.20 6.37 -1.26 0.45
H -1.69 5.47 -1.36 0.05
```



Record 6
Density functional theory data (wB97M-V/def2-TZVPD) for a structure of composition C28H39F6Ge2HgN2O5S4Si.

Total charge = -2
Molar mass = 1099.8 g mol⁻¹
2S+1 = 2
Energy relative to the best compared isomer or geometry (same formula, charge and spin) = 12.95 kcal/mol
E_HOMO (spin up / spin down) = -1.28 / -2.60 eV
DFT total energy = -8364.886767 hartree
Frontier orbital gap (spin up / spin down) = 5.5 / 6.7 eV
Lowest unoccupied orbital energy (spin up / spin down) = 0.153 / 0.152 hartree

Structure (XYZ):
```
88
Properties=species:S:1:pos:R:3:mulliken_charge:R:1
Hg -0.22 0.04 0.15 2.36
F 1.50 5.08 0.42 -0.20
C 0.63 4.90 1.41 0.42
F 1.31 4.60 2.51 -0.21
F -0.02 6.05 1.61 -0.24
S -0.53 3.54 0.96 0.92
O 0.30 2.35 1.10 -0.18
O -1.01 3.89 -0.35 -0.68
N -1.63 3.75 2.06 -0.71
S -2.17 2.67 3.07 1.21
O -3.36 3.18 3.69 -0.74
O -2.15 1.33 2.57 -0.54
C -0.95 2.68 4.45 0.56
F 0.19 2.11 4.09 -0.14
F -0.69 3.93 4.85 -0.27
F -1.45 2.01 5.49 -0.25
S 2.44 -0.24 1.43 -0.35
C 1.39 -0.69 2.69 0.22
N 0.13 -0.95 2.52 0.25
C -0.53 -1.28 3.68 -1.41
C -1.89 -1.60 3.78 0.04
C -2.41 -1.92 5.01 -0.62
C -1.61 -1.94 6.16 -0.52
C -0.26 -1.63 6.07 -0.41
C 0.27 -1.30 4.83 0.97
S 1.90 -0.88 4.38 -0.42
H -2.50 -1.56 2.88 0.26
H -3.47 -2.16 5.10 0.38
H -2.04 -2.19 7.12 0.34
H 0.37 -1.63 6.95 0.38
C -5.38 -0.67 -0.41 -1.29
C -4.14 0.09 0.08 -0.28
Ge -2.48 -0.19 -0.95 -0.44
C -2.57 0.85 -2.62 -0.33
C -3.89 0.74 -3.39 -1.15
C -2.58 -2.08 -1.50 -1.20
C -1.66 -3.04 -1.39 0.43
Ge 0.13 -2.56 -0.61 0.30
C 0.55 -3.68 0.97 -0.12
C 0.87 -5.17 0.86 -1.15
C 1.57 -2.60 -1.96 -0.11
C 2.05 -3.90 -2.63 -1.11
C -1.96 -4.44 -1.83 0.47
C -3.25 -4.87 -2.19 -0.50
C -3.50 -6.17 -2.60 -0.74
C -2.48 -7.10 -2.66 -0.39
C -1.20 -6.71 -2.30 -1.35
C -0.95 -5.41 -1.89 0.28
H -6.26 -0.40 0.17 0.41
H -5.24 -1.75 -0.31 0.29
H -5.60 -0.48 -1.46 0.23
H -3.91 -0.20 1.11 0.07
H -4.32 1.16 0.12 0.37
H -1.72 0.51 -3.21 0.16
H -2.36 1.89 -2.36 0.37
H -4.14 -0.30 -3.62 0.22
H -3.84 1.28 -4.34 0.40
H -4.72 1.16 -2.82 0.26
H -3.54 -2.34 -1.95 0.08
H -0.28 -3.52 1.66 0.10
H 1.40 -3.15 1.41 0.25
H -0.01 -5.76 0.59 0.30
H 1.23 -5.55 1.82 0.42
H 1.65 -5.37 0.12 0.19
H 2.41 -2.13 -1.43 0.33
H 1.24 -1.88 -2.70 -0.20
H 2.37 -4.65 -1.90 0.24
H 2.91 -3.69 -3.27 0.40
H 1.28 -4.34 -3.26 0.28
H -4.08 -4.17 -2.15 0.40
H -4.51 -6.45 -2.86 0.38
H -2.68 -8.12 -2.97 0.36
H -0.38 -7.42 -2.33 0.36
H 0.05 -5.12 -1.61 0.47
C 2.07 0.51 -4.58 -1.23
Si 1.76 1.18 -2.83 0.73
C 1.33 3.00 -3.09 -0.93
C 3.44 1.14 -1.96 -1.02
O 0.65 0.34 -2.06 -0.80
H 2.82 1.10 -5.11 0.34
H 1.14 0.54 -5.16 0.30
H 2.42 -0.53 -4.55 0.26
H 2.14 3.55 -3.57 0.37
H 1.11 3.48 -2.13 0.07
H 0.43 3.09 -3.70 0.23
H 4.17 1.83 -2.41 0.40
H 3.86 0.13 -1.99 0.25
H 3.32 1.41 -0.91 0.15
```



> Which formula does entry 1 have?

C28H38N6O3PRuS2Se2